(1)
C32H41ClF6N3O21 | ωB97M-V/def2-TZVPD

Results
Charge: +1
Energy above the lowest of the compared OMol25 structures with the same formula, charge and spin, eV: 3.509
E, eV: -110133.55197

Structure (XYZ):
```
104
Properties=species:S:1:pos:R:3:forces:R:3
C -0.649935 2.958659 3.608120 -0.1 -1.4 0.9
C -0.367052 2.387188 5.097677 -0.7 2.3 1.9
O -0.523354 3.079335 6.131540 0.9 -3.1 -4.1
O 0.055986 1.006514 5.131765 -1.6 1.3 -0.3
C -1.166924 0.182394 5.203009 -0.7 -0.6 0.9
C -0.905739 -1.329093 4.741059 0.3 0.3 0.2
C -1.482945 -1.690015 3.287136 -0.1 1.1 0.2
C -0.877890 -0.757625 2.145718 0.8 2.6 -3.4
C -1.731218 0.154091 1.225154 2.8 -0.9 0.4
C -1.087776 1.041337 0.133980 0.9 -1.3 1.5
C -1.935779 1.975980 -0.882749 0.2 -1.5 0.3
C -3.483320 2.057831 -0.479946 1.0 0.5 -1.2
O -3.573388 2.769449 0.783356 -0.7 -1.7 -0.2
N 0.312764 1.055382 -0.003333 -4.1 -0.4 0.9
N 1.019478 0.284477 0.803575 2.0 -2.3 2.8
C 2.519235 0.394045 0.563816 1.4 1.0 -1.1
C 3.003723 -0.550371 -0.661530 -1.3 0.5 -0.1
C 2.317004 -1.995172 -0.680144 0.5 0.7 -1.5
Cl 3.240907 -3.154581 0.402984 -0.9 0.6 -0.7
C 0.670988 -0.628032 1.832612 -4.2 0.4 0.4
N 1.614220 -1.448372 2.612072 -1.6 1.3 -1.2
H -1.184650 2.092460 3.063066 1.0 1.5 0.6
H 0.365173 3.147235 3.122276 -1.4 -0.2 0.5
H -1.328336 3.873234 3.622127 1.2 -1.2 0.1
H -1.517413 0.149055 6.301573 0.6 0.2 -1.7
H -1.984250 0.713221 4.607741 0.9 -0.9 0.6
H -1.408306 -2.054517 5.485202 0.8 1.2 -1.3
H 0.235538 -1.493099 4.796598 -1.9 0.1 0.0
H -1.327790 -2.809535 3.116592 -0.2 1.7 -0.1
H -2.615362 -1.460081 3.323097 1.8 -0.6 -0.2
H -2.869056 0.180503 1.334663 1.9 -0.2 -0.1
H -1.897352 1.446971 -1.911579 0.2 0.9 1.5
H -1.402781 2.985262 -0.932557 -0.9 -1.4 0.0
H -4.021009 2.643643 -1.314652 0.9 -0.9 1.5
H -3.937771 1.008676 -0.470253 0.6 1.4 0.2
H -4.059377 2.157083 1.379905 0.4 1.0 -0.4
H 3.128598 0.268995 1.515362 -1.2 -0.3 -1.2
H 2.718571 1.475054 0.206394 -0.6 -1.7 0.7
H 4.142732 -0.556532 -0.675656 -1.6 -0.3 0.1
H 2.644760 -0.009320 -1.619694 0.6 -0.9 1.5
H 1.192864 -1.942835 -0.459944 1.8 -0.3 0.1
H 2.395075 -2.400066 -1.759692 0.0 0.5 1.9
H 1.129340 -2.345306 2.816555 0.5 0.9 -0.2
H 1.846961 -0.993680 3.512053 -0.1 -0.1 -0.8
C 0.913357 6.065698 4.083128 -0.1 -0.7 0.8
C 1.498682 7.428970 3.900195 0.8 0.2 0.0
O 1.139955 7.756504 2.571709 -0.8 -0.3 0.3
C -0.022516 7.090278 2.336063 -0.8 0.3 -1.0
O -0.763513 7.328405 1.425742 0.6 -0.3 0.8
O -0.246825 6.120384 3.265622 0.1 0.6 -0.5
F 2.848498 7.393683 3.986018 0.0 0.1 0.1
H 1.573698 5.271380 3.723477 0.2 0.2 0.0
H 0.651268 5.859982 5.122139 -0.2 0.0 -0.2
H 1.103819 8.184548 4.585328 0.2 0.0 0.0
C -1.023715 -6.262608 2.774393 0.7 -0.1 -1.0
C -2.171057 -7.047786 3.324442 0.0 -0.9 0.2
O -2.430163 -6.415450 4.564087 0.1 0.8 -0.5
C -2.052042 -5.120731 4.398007 -0.4 0.7 1.0
O -2.367017 -4.227605 5.131022 0.4 -0.6 -0.6
O -1.274965 -4.958931 3.288329 -0.4 -0.1 0.5
F -1.812708 -8.329529 3.561174 -0.1 0.0 0.0
H -0.055862 -6.616569 3.140013 -0.2 -0.1 0.1
H -1.006054 -6.258756 1.683122 -0.1 0.2 0.1
H -3.071737 -7.023449 2.704404 0.0 -0.2 0.1
C 1.281018 -5.023526 -2.910661 0.5 1.0 -0.3
C 1.105165 -6.396691 -3.474183 0.6 -0.5 -0.2
O 0.415618 -7.080210 -2.445174 -0.5 0.7 0.0
C -0.310182 -6.126560 -1.798036 -0.9 -0.2 0.9
O -1.215361 -6.361592 -1.049746 0.8 0.2 -0.4
O 0.115812 -4.870494 -2.110417 -0.3 -0.7 0.2
F 2.301573 -7.000860 -3.666456 0.0 -0.1 -0.1
H 2.169284 -4.937498 -2.277750 0.0 -0.3 -0.1
H 1.328134 -4.258107 -3.686646 -0.1 0.0 0.1
H 0.519689 -6.433103 -4.397266 0.2 -0.1 0.0
C 0.230868 6.509003 -1.271840 -0.9 0.3 0.3
C 1.579258 7.051909 -1.621274 0.5 0.4 0.5
O 2.321619 5.890118 -1.938731 -0.7 -0.1 -0.4
C 1.411394 4.995485 -2.415452 0.2 -1.3 -0.7
O 1.696273 4.007481 -3.027878 -0.3 0.7 0.6
O 0.134935 5.366399 -2.114478 0.7 -0.2 -0.3
F 2.153796 7.651834 -0.552646 0.1 0.1 -0.1
H 0.159606 6.196221 -0.229018 0.2 0.1 -0.2
H -0.570921 7.218367 -1.479770 0.0 -0.2 0.0
H 1.582401 7.735253 -2.475417 0.1 0.0 0.1
C -5.178584 4.132151 -3.964077 -0.3 0.9 0.6
C -5.377242 3.597560 -5.346709 0.3 0.4 -0.7
O -4.611971 2.408094 -5.345514 -0.4 -0.1 0.8
C -4.622851 1.970271 -4.057507 0.5 -1.3 0.3
O -4.312418 0.864971 -3.719060 -0.1 1.0 -0.1
O -5.037906 2.943143 -3.196680 0.0 -0.4 -0.6
F -4.863011 4.439986 -6.271676 -0.1 0.0 -0.1
H -4.270422 4.734256 -3.870773 0.0 -0.1 -0.3
H -6.027921 4.723708 -3.619730 0.1 -0.2 0.1
H -6.416942 3.365335 -5.594639 0.1 0.1 -0.1
C 5.151757 -6.475088 -6.582686 -0.3 -0.9 -0.5
C 6.260319 -5.934726 -5.737200 0.8 0.1 -0.3
O 5.837474 -4.614898 -5.456770 -0.7 -0.4 0.2
C 4.477408 -4.658329 -5.474024 -0.9 0.9 0.3
O 3.771285 -3.803479 -5.020354 0.4 -0.7 -0.3
O 4.016196 -5.795955 -6.063473 0.3 0.6 0.4
F 7.419259 -5.877481 -6.433068 0.1 0.0 0.1
H 5.270038 -6.228123 -7.641357 0.2 0.1 0.1
H 5.041878 -7.555964 -6.484960 -0.2 0.2 0.1
H 6.417425 -6.477114 -4.800371 0.2 0.1 -0.1
```
Positions in Å, forces in eV/Å.

=====

(2)
C4H2O | ωB97M-V/def2-TZVPD

Results
Energy above the lowest of the compared OMol25 structures with the same formula, charge and spin, eV: 2.193
E, eV: -6222.66669
SMILES: O=CC1=C=C1

Structure (XYZ):
```
7
Properties=species:S:1:pos:R:3:forces:R:3
C 1.170602 0.510894 -0.496584 -1.1 -0.8 -0.1
C -0.928697 -0.483801 0.574309 -1.8 -0.5 0.5
C -0.070664 -0.045032 -0.457960 3.1 0.1 0.4
C 0.420155 0.431465 -1.680523 0.4 0.3 -0.7
O -1.767533 0.342195 0.832522 -0.8 0.1 1.0
H 2.056603 0.709992 0.101117 -0.3 0.2 -0.4
H -0.880466 -1.465714 1.127120 0.4 0.6 -0.6
```
Positions in Å, forces in eV/Å.

=====

no.,M (g/mol),HOMO-LUMO gap (eV)
1,953.12,8.9
2,66.06,9.5